Entry 1:
Density functional theory data (ωB97M-V with the def2-TZVPD basis set) for C21H27N3O2S in the gas phase at a distorted geometry.

## Properties
structure (SMILES): CCCN(CCC)CCCNC(=O)c1cc2c(=O)[nH]c3ccccc3c2s1
net charge: 0
LUMO level: -0.804 eV

Last column: natural (NBO) charge in e.
Element x y z (Å)
C -0.3675 2.8094 2.5481  -0.625
C 0.0646 1.4916 2.9760  -0.421
H -0.6682 0.6633 2.7309  0.214
H 0.2344 1.5946 4.1332  0.183
C 1.5360 1.2483 2.4015  -0.221
N 1.9151 -0.2201 2.9343  -0.495
C 2.2503 -0.3806 4.4132  -0.226
C 3.7451 0.3696 4.5101  -0.355
C 3.4709 1.6168 5.3675  -0.567
H 4.2632 2.1815 5.5510  0.194
H 2.9754 1.1573 6.3603  0.185
H 2.8571 2.2303 4.8699  0.185
H 4.3412 -0.0764 5.0790  0.180
H 4.1115 0.5146 3.6159  0.199
H 2.6787 -1.4596 4.3063  0.207
H 1.4956 -0.1972 5.0721  0.185
C 1.0062 -1.2405 2.4015  -0.187
H 0.4590 -1.7939 3.2735  0.189
C 1.9998 -2.5453 1.5876  -0.424
H 1.3245 -3.4431 1.6359  0.223
H 2.8998 -2.6787 2.3813  0.222
C 2.5290 -2.0966 0.5672  -0.278
N 1.5288 -1.9871 -0.6017  -0.587
C 0.9813 -0.7837 -0.9452  0.617
O 1.7600 0.3173 -0.9310  -0.668
C -0.0940 -0.8028 -2.1052  -0.206
C -0.7666 -1.6708 -2.5618  -0.164
C -1.7040 -1.5946 -3.5209  -0.203
C -1.9285 -0.0693 -3.4082  -0.039
C -2.9502 0.5610 -4.3455  -0.220
C -2.9652 1.8396 -4.5408  -0.159
C -3.8983 2.5075 -5.3447  -0.158
C -4.8659 1.5398 -6.0366  -0.194
C -4.7056 0.3474 -5.8819  -0.241
C -3.7153 -0.2568 -5.0429  0.233
N -3.5569 -1.8842 -5.0100  -0.479
C -2.5094 -2.2964 -4.3064  0.575
O -2.7959 -3.6597 -4.0242  -0.698
H -4.1761 -2.3197 -5.4784  0.401
H -5.3233 -0.5945 -6.3319  0.205
H -5.8014 2.0130 -6.6248  0.231
H -4.2180 3.3713 -5.1661  0.189
H -2.3506 2.6129 -3.8259  0.221
S -0.7432 0.8663 -2.4831  0.455
H -0.3533 -2.9162 -2.3699  0.210
H 0.9707 -2.6523 -1.0041  0.383
H 3.2341 -2.5480 0.0190  0.213
H 2.8267 -0.8377 0.4779  0.263
H 0.5036 -1.0542 1.5353  0.183
H 2.3142 1.6737 2.8652  0.203
H 1.4206 1.0166 1.3336  0.236
H -0.3408 2.7552 1.4080  0.200
H 0.4618 3.5627 2.5541  0.211
H -1.3608 3.1983 2.9817  0.217

---

Entry 2:
Density functional theory data (ωB97M-V with the def2-TZVPD basis set) for a molecular structure, C36H26ClN5O5PdS3.

## Properties
net charge: 0
LUMO level: -1.572 eV

Last column: Mulliken charge in e.
Element x y z (Å)
Pd 0.3825 -0.0634 -0.5123  0.833
O -1.3983 4.4303 -6.3920  -0.596
N -1.5417 4.3599 -5.1869  0.970
O -2.1038 5.2044 -4.5152  -0.578
C -1.0620 3.1423 -4.5113  0.035
C -0.9959 2.0383 -5.2827  -0.960
C -0.6112 0.7903 -4.7185  1.222
C -0.5463 -0.3954 -5.4726  -0.672
C -0.1816 -1.5611 -4.8533  -1.016
C 0.1215 -1.5319 -3.4842  -0.313
N 0.0720 -0.4333 -2.7706  -0.055
C -0.2953 0.7200 -3.3573  0.061
C -0.3584 1.9130 -2.5458  -0.204
N -0.0399 1.7899 -1.2353  0.371
C -0.0452 2.8551 -0.4572  0.050
C -0.3615 4.1215 -0.9509  -1.416
C -0.7082 4.2767 -2.2672  -0.612
C -0.7337 3.1468 -3.1095  0.923
H -1.2517 2.0996 -6.3305  0.540
H -0.7845 -0.3727 -6.5291  0.455
H -0.1204 -2.4943 -5.3951  0.433
H 0.4116 -2.4290 -2.9489  0.544
H 0.2202 2.6884 0.5778  0.266
H -0.3255 4.9667 -0.2782  0.512
H -0.9631 5.2488 -2.6553  0.552
Cl 2.4567 -7.6993 2.8805  -0.234
C 1.8252 -6.1739 2.3283  0.491
C 0.7872 -5.5776 3.0254  -0.812
C 0.2978 -4.3597 2.5819  -0.323
C 0.8365 -3.7492 1.4566  0.054
C 1.8740 -4.3666 0.7687  -0.107
C 2.3758 -5.5841 1.2013  -0.906
C 0.3061 -2.4023 1.0492  1.064
O 0.8469 -1.9140 -0.0231  -0.798
O -0.5778 -1.8653 1.7034  -0.621
H 0.3823 -6.0602 3.9046  0.419
H -0.4987 -3.8515 3.1094  0.446
H 2.3001 -3.8736 -0.0945  0.396
H 3.1877 -6.0734 0.6803  0.416
O 1.6221 0.8032 0.7623  -1.212
C 1.6425 0.9475 2.1506  4.209
C 1.9360 -0.3392 2.9031  -1.115
C 2.8869 -1.2542 2.5629  -0.157
C 3.0281 -2.2878 3.5269  -0.725
C 2.1864 -2.1259 4.5849  -0.588
S 1.2264 -0.7191 4.4189  -0.094
C 2.7996 1.9079 2.4144  -1.307
C 3.5179 2.1087 3.5536  -0.053
C 4.4441 3.1839 3.4364  -0.854
C 4.4046 3.7699 2.2095  -0.527
S 3.2543 3.0202 1.1845  -0.061
C 0.3417 1.5971 2.6444  -1.505
C -0.9292 1.1276 2.4626  0.252
C -1.9173 2.0309 2.9400  -1.033
C -1.3791 3.1636 3.4739  -0.540
S 0.3287 3.1233 3.4393  -0.101
H 3.4514 -1.1807 1.6429  0.572
H 3.7045 -3.1270 3.4298  0.423
H 2.0708 -2.7758 5.4389  0.483
H 3.3852 1.5027 4.4399  0.514
H 5.1173 3.4938 4.2240  0.415
H 5.0189 4.5804 1.8482  0.447
H -1.1267 0.1687 2.0054  0.697
H -2.9818 1.8436 2.8880  0.439
H -1.9030 4.0005 3.9101  0.469
C -5.5519 -0.2230 -2.1381  -0.856
N -4.2674 -0.6560 -1.6217  0.145
C -3.9716 -1.8808 -1.0755  -0.498
C -2.6693 -1.8124 -0.6744  -0.663
N -2.1596 -0.5729 -0.9673  0.600
C -3.1428 0.0920 -1.5275  -0.924
H -6.2116 -1.0836 -2.2071  0.299
H -5.4375 0.2037 -3.1333  0.329
H -6.0086 0.5135 -1.4785  0.321
H -4.7086 -2.6643 -1.0184  0.432
H -2.0772 -2.5564 -0.1716  0.386
H -3.1039 1.1161 -1.8717  0.552

---

Entry 3:
Density functional theory data (ωB97M-V with the def2-TZVPD basis set) for 2 unconnected molecules or ions with the total composition C3H7ClN2O at a distorted geometry.

## Properties
net charge: 0
LUMO level (spin up / spin down): 0.734 / 0.734 eV

Last column: natural (NBO) charge in e.
Element x y z (Å)
C 0.9102 1.0695 -1.2160  -0.090
C 0.8269 0.3226 0.0976  0.005
C -0.4648 -0.0633 0.7669  0.307
N -0.3614 -0.7770 1.8978  -0.817
N -1.1454 -1.1260 -0.9159  -0.910
O 1.3089 1.6072 0.0190  -0.457
Cl -1.7726 1.1074 0.9413  -0.009
H 1.6384 0.7320 -1.9429  0.182
H 0.0191 1.3488 -1.5967  0.177
H 1.5223 -0.4630 0.2885  0.181
H 0.4840 -1.2448 2.1834  0.408
H -1.2553 -0.9595 2.3132  0.410
H -1.3994 -0.2718 -1.4411  0.309
H -0.3110 -1.2821 -1.3952  0.304

---

Entry 4:
Density functional theory data (ωB97M-V with the def2-TZVPD basis set) for C21H23ClN2 in the gas phase at a distorted geometry.

## Properties
net charge: 0
LUMO level: 0.613 eV

Last column: natural (NBO) charge in e.
Element x y z (Å)
C -0.2341 -4.3811 -0.5452  0.265
Cl -3.6343 -0.0187 0.4212  -0.119
N -0.4911 -3.2760 -0.4675  -0.543
C -0.6280 -1.9594 3.7584  -0.387
C -0.5181 -0.6185 -2.8532  -0.016
C 0.0203 -0.2605 -1.6670  -0.132
C -0.6657 -2.2856 2.4312  -0.194
C 1.7094 3.3302 -2.8632  -0.214
C 0.8590 2.5674 -3.7038  -0.261
C 1.9239 2.9266 -1.5289  -0.250
C 0.4954 0.9922 -1.9084  -0.078
C 0.3066 1.3623 -3.2438  0.134
C 1.1938 1.7454 -0.9974  0.049
N -0.4795 0.4108 -3.7496  -0.514
C 2.7735 0.5042 0.3788  -0.594
C 1.5089 2.2558 1.4812  -0.605
C 1.4131 1.2178 0.4355  -0.097
C -1.0791 0.7646 1.0035  -0.449
C -2.7982 -2.7611 1.1923  -0.613
C 0.2956 0.2087 0.7165  -0.214
C -2.0752 -0.3098 1.4692  -0.088
C 0.1599 -0.8713 -0.2925  -0.198
C -1.0029 -1.8351 -0.1382  -0.037
C -1.6184 -1.7694 1.3228  -0.113
H -0.0264 -2.4020 4.5835  0.217
H -1.2984 -1.2482 4.2196  0.182
H -0.9669 -1.5268 -3.0381  0.207
H 0.0532 -3.0615 2.1771  0.225
H 2.1774 4.2172 -3.3358  0.219
H 0.7790 2.9646 -4.7082  0.213
H 2.5115 3.4851 -0.7725  0.210
H -0.8705 0.3233 -4.7963  0.428
H 2.7330 -0.5117 0.7352  0.207
H 3.4588 1.0689 0.9289  0.214
H 3.1254 0.4110 -0.6840  0.226
H 1.9682 1.8661 2.4279  0.215
H 0.6038 2.7538 1.7700  0.212
H 2.1288 3.1880 1.2154  0.222
H -1.4197 1.3223 0.0803  0.237
H -0.9594 1.5862 1.6634  0.225
H -3.2610 -2.6174 2.1475  0.211
H -2.2793 -3.7340 1.1999  0.229
H -3.5619 -2.5873 0.4038  0.241
H 0.5713 -0.3161 1.6113  0.221
H -2.2426 -0.1352 2.4741  0.215
H 1.1497 -1.5133 -0.1698  0.237
H -1.8089 -1.4727 -0.7852  0.254

---

Ordered energy above the lowest of the compared OMol25 structures with the same formula, charge and spin results: 456.4; 25.0; 77.4; 60.7; unit kcal per mole.
Ordered E_tot results: -41598.04646; -103947.94365; -20770.83198; -37649.28056; unit eV.